Entry 1:
One molecule with the formula C7H9N3O in a non-equilibrium geometry, computed with ωB97M-V/def2-TZVPD.

Geometry as XYZ:
```
20
Properties=species:S:1:pos:R:3:forces:R:3
C 0.83115 1.09208 -1.76036 0.705 0.179 -3.225
C 0.55307 0.12954 -0.94614 -1.899 2.338 2.535
C -0.94973 1.82045 -0.05286 2.169 -1.441 -1.431
C -1.53090 1.16027 1.04637 1.794 -4.735 0.468
C 0.17985 -0.68309 0.28256 -1.265 -0.564 -1.724
C 1.32036 -0.97959 1.20493 -1.122 0.168 2.793
C -0.39701 -2.03520 -0.19430 -0.397 0.302 2.923
N -0.67451 2.67807 -0.84653 0.024 1.530 -1.340
N 0.16329 2.40785 -1.84941 -0.908 -1.961 2.429
N -0.88890 -0.12680 1.08523 -1.714 0.699 1.463
O -2.40104 1.41419 1.81124 -1.483 1.393 0.904
H 1.38502 1.09998 -2.78159 -0.332 -0.505 1.916
H 0.87419 -1.32195 2.23193 0.849 0.109 -1.950
H 1.80067 -0.07160 1.48056 0.700 0.832 0.019
H 2.01425 -1.67945 0.83322 0.804 -0.840 -0.453
H -1.20420 -1.99220 -0.85534 -1.359 0.416 -0.877
H -0.62524 -2.71683 0.67205 -0.025 0.790 -0.628
H 0.39124 -2.45409 -0.65322 2.653 -1.977 -2.003
H 0.42519 3.13416 -2.43518 0.621 1.443 -1.129
H -1.26677 -0.87581 1.72685 0.186 1.822 -0.692
```
Forces are in eV/Å.

As for the multiplicity: 1. As for the net charge: 0. The value obtained for the highest occupied orbital energy (spin up / spin down) is -0.294 / -0.294 hartree. As for the LUMO energy (spin up / spin down): 0.02 / 0.02 eV. The electronic energy comes out at -13916.50003 eV.

***

Entry 2:
One molecule with the formula C4H6O2, computed with ωB97M-V/def2-TZVPD.

Geometry as XYZ:
```
12
Properties=species:S:1:pos:R:3:forces:R:3
O 2.44296 -0.37067 0.51406 -0.520 -0.267 0.002
C 1.33677 -0.83320 0.37275 0.274 0.216 -0.048
C 0.25991 -0.14551 -0.43196 0.038 -0.025 -0.046
C -1.20178 -0.47585 -0.09933 -0.080 -0.373 -0.073
O -1.46471 0.87090 0.31299 -0.112 0.048 0.060
C -0.11808 1.27588 0.03013 0.323 0.269 -0.022
H 1.05246 -1.80585 0.83646 0.111 0.128 -0.049
H 0.52407 -0.22037 -1.49299 -0.035 0.004 0.191
H -1.82854 -0.77780 -0.94691 0.087 0.061 0.137
H -1.34105 -1.19373 0.72279 0.028 0.122 -0.120
H 0.41137 1.62542 0.92508 -0.087 -0.059 -0.145
H -0.07338 2.05078 -0.74306 -0.027 -0.124 0.113
```
Forces are in eV/Å.

As for the multiplicity: 1. Its SMILES is O=CC1COC1. As for the net charge: 0. The value obtained for the highest occupied orbital energy is -0.367 hartree. As for the LUMO energy: 0.73 eV. The electronic energy comes out at -8338.44494 eV.

***

Entry 3:
A 10-piece molecular cluster, C5H30NO11 overall in a non-equilibrium geometry, computed with ωB97M-V/def2-TZVPD.

Geometry as XYZ:
```
47
Properties=species:S:1:pos:R:3:forces:R:3
C -0.17679 -0.04317 2.73146 -1.706 -1.457 -0.971
C -0.72464 -1.08992 3.70302 -0.573 -0.121 -1.103
O -1.56231 -2.04997 3.00187 -0.627 0.925 0.452
C -1.15001 1.13592 2.64217 0.931 1.059 -0.487
N -1.10958 1.88318 1.38522 -0.270 -0.151 0.355
C 0.15076 2.57658 1.09327 -1.355 0.796 0.997
C 0.19279 2.90335 -0.39981 1.072 -2.551 0.640
O 0.83742 1.85103 -1.11419 -0.308 0.835 -0.690
H -0.22507 -0.56006 1.76908 0.070 0.100 -0.067
H 0.84592 0.20238 2.80946 1.140 0.545 0.698
H -1.25379 -0.53504 4.47187 -0.319 -0.387 0.502
H -0.05719 -1.81705 4.09251 1.315 0.179 0.889
H -2.20242 -1.60545 2.42300 0.235 -0.079 -0.166
H -2.19312 0.83921 2.70237 -0.063 -0.376 0.580
H -0.88107 1.83703 3.43358 -0.450 0.070 0.371
H -1.28620 1.16264 0.70091 0.303 0.019 -0.653
H 0.96581 2.04318 1.59659 0.530 0.119 -0.934
H 0.08586 3.55701 1.59515 0.022 -0.125 0.197
H -0.85215 2.91861 -0.70101 0.079 0.910 0.096
H 0.77630 3.78553 -0.56187 -0.069 0.792 -0.339
H -0.24479 -2.99248 2.16518 0.040 -0.364 -0.303
H -0.60097 -4.40020 1.88621 -0.285 -0.408 -0.073
O 0.14412 -3.81198 1.79689 0.282 0.498 0.190
H -1.62460 -0.45715 -2.13857 0.281 -0.132 -0.307
H -1.85683 -1.89834 -2.42240 0.049 -0.166 -0.162
O -1.94017 -1.04329 -2.85659 -0.206 0.014 0.143
H 2.49079 1.61650 -0.04608 -0.104 0.030 -0.176
H 2.43874 0.15321 -0.13928 0.207 -0.072 0.211
O 3.00678 0.84612 0.22819 0.115 -0.264 -0.071
H -2.17069 1.86871 -1.66132 -0.458 -0.369 -0.208
H -1.84563 3.19144 -2.15816 -0.062 0.445 -0.459
O -2.49367 2.50122 -2.31878 0.254 -0.164 0.403
H 0.49696 -1.19117 -3.46604 0.008 0.288 0.304
H 0.63365 -0.60958 -2.01955 -0.194 -0.236 -0.494
O 1.15463 -0.89729 -2.81857 -0.158 -0.087 0.210
H 2.48606 0.52583 -2.93470 -0.299 -0.051 -0.395
H 3.66261 0.97312 -2.14492 0.053 0.276 -0.204
O 3.31253 1.01430 -3.04864 0.375 -0.173 0.531
H 2.20534 -2.28758 -2.06582 0.091 -0.235 0.198
H 3.57952 -1.90542 -1.71441 0.414 0.025 0.097
O 2.97367 -2.63552 -1.56842 -0.362 0.259 -0.285
H 0.20871 1.04751 -1.11173 0.787 0.376 0.648
H -0.06397 -0.84678 -0.10836 -0.188 0.576 -0.481
O -0.47593 -0.16619 -0.67689 -0.351 -1.154 -0.140
H -1.92284 -0.98398 -0.30236 0.181 -0.275 1.233
H -3.09463 -1.91308 -0.38155 -0.118 -0.119 0.644
O -2.47383 -1.58896 0.29184 -0.310 0.379 -1.421
```
Forces are in eV/Å.

As for the multiplicity: 1. As for the net charge: -1. The value obtained for the highest occupied orbital energy is -0.220 hartree. As for the LUMO energy: 2.90 eV. The electronic energy comes out at -29686.03375 eV.

***

Entry 4:
C5H9NO2 as an isolated structure in a non-equilibrium geometry, computed with ωB97M-V/def2-TZVPD.

Geometry as XYZ:
```
17
Properties=species:S:1:pos:R:3:forces:R:3
C 0.41892 0.72223 0.93957 3.062 0.014 -0.680
C 0.32741 -1.78239 0.11702 -0.102 0.243 0.503
C -1.34302 0.18552 0.26240 -1.183 -3.164 -3.276
C 0.01569 -0.34215 -0.17728 -1.653 0.729 1.006
N -1.74757 1.36974 -0.41461 0.753 1.202 0.175
C 1.03238 0.56131 -0.67483 -1.266 0.424 1.479
O 2.30904 0.17026 -0.92652 0.526 -0.420 -0.007
O -2.18727 -0.60758 0.70139 0.972 1.008 0.675
H 2.34355 -0.75606 -1.19914 -0.077 0.105 0.137
H -2.62068 1.23993 -0.90885 -0.067 -0.074 0.512
H -1.74388 2.19048 0.17436 -0.345 0.012 -0.161
H 0.72995 1.43197 -1.24705 -0.114 -0.025 0.190
H 1.01525 0.27656 1.72280 0.193 0.050 0.002
H 0.30929 1.79187 1.01380 -0.856 -0.153 -0.107
H -0.27281 -2.14610 0.95005 -0.179 0.172 -0.093
H 1.36625 -1.92870 0.42082 0.085 -0.073 -0.334
H 0.04751 -2.37688 -0.75391 0.250 -0.050 -0.020
```
Forces are in eV/Å.

As for the multiplicity: 1. As for the net charge: 0. The value obtained for the highest occupied orbital energy is -0.309 hartree. As for the LUMO energy: 0.67 eV. The electronic energy comes out at -10912.81163 eV.

***

Entry 5:
C22H44Br4NiO10S4 as an isolated structure in a non-equilibrium geometry, computed with ωB97M-V/def2-TZVPD.

Geometry as XYZ:
```
85
Properties=species:S:1:pos:R:3:forces:R:3
Ni -36.61423 24.97099 -28.75700 1.025 -1.494 0.877
O -36.19620 22.97741 -28.92960 0.333 1.395 0.599
C -34.91778 22.85738 -28.34248 -0.294 0.156 -0.995
C -34.58195 24.01353 -27.40410 0.834 0.587 2.016
O -34.91604 25.32338 -27.77444 -1.350 -0.492 -1.226
H -34.16916 22.78077 -29.14750 0.240 0.102 0.032
H -34.84477 21.91886 -27.77100 0.041 -0.032 0.140
H -33.52462 24.06588 -27.07093 0.338 -0.645 -0.663
H -35.02064 23.79594 -26.40584 -0.602 -0.116 -0.186
C -35.38063 29.31239 -26.85357 0.376 -0.315 -0.184
C -36.22579 30.34135 -27.62030 0.416 0.134 0.757
C -37.21015 29.60211 -28.49542 -0.114 -0.921 -1.397
S -37.58649 28.06265 -27.59830 -0.568 -0.614 2.509
O -37.36872 26.84446 -28.36792 -0.096 1.440 -0.888
O -38.86587 28.13462 -26.89544 0.486 0.308 -1.077
C -36.30966 28.19282 -26.32919 0.957 0.658 -1.214
H -34.73272 29.71760 -26.07245 -1.190 0.546 -0.438
H -34.57498 28.82496 -27.41624 -0.492 0.069 -0.908
H -35.53865 31.02475 -28.11720 -0.334 -0.024 -0.504
H -36.78149 30.94594 -26.89969 0.010 -0.033 0.081
H -36.79680 29.28436 -29.45861 0.380 -0.125 0.232
H -38.15354 30.05638 -28.79505 -0.078 0.270 0.624
H -35.76680 27.24815 -26.37704 -0.396 -0.173 0.362
H -36.74313 28.45068 -25.37052 -0.287 -0.249 -0.031
C -39.82532 24.44358 -32.96151 1.362 -1.064 -0.262
C -41.05241 24.99562 -32.27141 -0.442 -0.248 0.372
C -40.53932 25.38890 -30.88750 -0.428 0.441 0.393
S -39.46836 24.01789 -30.35730 -0.668 0.507 0.003
O -40.11686 23.16552 -29.37675 0.416 0.434 -0.884
O -38.20410 24.64082 -30.04460 0.191 0.020 -0.451
C -39.39000 23.30613 -32.02036 -0.856 -0.508 0.919
H -39.00128 25.15217 -33.07320 -0.247 0.298 0.105
H -39.93610 23.96506 -33.93609 -0.506 0.310 -0.064
H -41.77998 24.19396 -32.10205 0.071 -0.119 -0.260
H -41.61821 25.75145 -32.81286 0.397 0.366 0.116
H -41.30235 25.55829 -30.12770 -0.072 -0.243 -0.069
H -39.92866 26.29077 -30.91519 0.226 -0.149 -0.048
H -40.24400 22.62144 -32.02698 0.237 -0.288 0.121
H -38.48258 22.71434 -32.11010 0.238 0.443 -0.308
C -39.56296 21.83226 -25.31580 0.655 -0.189 0.589
C -40.58869 22.93638 -25.59457 -0.033 0.691 -1.345
C -39.84505 24.24421 -25.31773 0.338 -0.711 -0.031
S -38.20355 23.99657 -26.00784 1.124 -0.338 1.518
O -37.28886 24.46857 -24.96329 -0.471 -0.553 -1.193
O -38.07282 24.51153 -27.35407 -0.687 0.210 0.549
C -38.27181 22.16852 -26.08666 -0.743 0.718 -0.064
H -39.86706 20.82637 -25.59890 -0.305 0.084 0.018
H -39.26171 21.79966 -24.26378 -0.480 0.024 0.127
H -41.53604 22.95735 -25.05980 0.163 -0.521 0.318
H -40.84781 22.91662 -26.66004 -0.032 -0.175 0.027
H -39.69131 24.22042 -24.23907 0.258 0.706 -0.020
H -40.19244 25.20222 -25.69565 -0.376 -0.121 0.046
H -37.35977 21.79289 -25.63558 0.036 -0.073 -0.054
H -38.38967 21.85452 -27.12199 0.426 0.341 -0.158
C -33.73138 25.46719 -23.89540 0.323 -1.633 1.073
C -33.28334 25.91494 -22.48670 -0.880 1.056 0.147
C -33.63152 27.41075 -22.51006 -0.705 0.631 1.360
S -33.28326 28.05332 -24.12616 1.290 -0.022 0.588
O -31.92207 28.57072 -24.06825 -0.760 -0.189 -0.598
O -34.36094 28.91154 -24.58618 0.950 -0.668 1.505
C -33.34050 26.44356 -24.95398 0.439 0.935 -0.849
H -34.80800 25.33002 -23.79505 -0.068 0.017 -0.520
H -33.27224 24.49526 -24.08440 -0.298 -0.084 -0.321
H -32.27083 25.72894 -22.13165 0.293 0.124 -0.735
H -33.90030 25.41799 -21.73637 -0.130 0.001 -0.111
H -33.17785 28.03280 -21.73592 0.653 -0.053 -0.368
H -34.68331 27.67112 -22.33862 -0.189 -0.778 -0.278
H -32.35101 26.24993 -25.37269 0.142 0.110 0.387
H -33.98229 26.52136 -25.83461 -0.308 -0.244 0.226
Br -33.03977 19.09244 -24.52250 -0.111 0.042 -0.487
C -33.27981 20.14283 -26.16549 1.013 -0.173 -0.473
C -31.98123 20.81893 -26.61026 0.229 0.381 0.310
Br -31.27101 21.96298 -25.14776 -0.104 -0.222 -0.767
H -34.10433 20.81377 -25.96623 0.118 0.215 -0.067
H -33.52047 19.46078 -26.98035 -0.350 -0.157 0.256
H -32.05325 21.42421 -27.51698 -0.780 0.450 0.400
H -31.18836 20.14441 -26.93370 -0.069 -0.426 0.837
Br -30.98189 24.97741 -29.77177 -0.278 0.187 0.674
C -31.01688 25.87235 -28.00792 1.027 0.189 -0.189
C -30.04468 25.21112 -27.03085 -0.185 -0.300 -1.187
Br -28.22830 25.51123 -27.69438 0.093 0.084 0.325
H -32.04507 25.95456 -27.66526 -0.068 -0.291 -0.097
H -30.57959 26.84997 -28.20030 -0.507 0.184 -0.148
H -30.13051 24.13061 -27.07073 -0.214 0.009 0.516
H -30.11259 25.64014 -26.03657 0.011 -0.101 0.061
```
Forces are in eV/Å.

As for the multiplicity: 3. As for the net charge: 0. The expectation value of S² is 2.00. The value obtained for the highest occupied orbital energy (spin up / spin down) is -0.268 / -0.263 hartree. As for the LUMO energy (spin up / spin down): 0.16 / 0.16 eV. The electronic energy comes out at -408553.00148 eV.

***

Entry 6:
One molecule with the formula C3H6OS in a non-equilibrium geometry, computed with ωB97M-V/def2-TZVPD.

Geometry as XYZ:
```
11
Properties=species:S:1:pos:R:3:forces:R:3
C 0.30435 1.57753 0.03718 -2.650 -0.015 -0.874
C 0.18411 0.30332 0.81273 1.837 -1.416 0.035
C -0.45237 -1.50488 -0.58550 2.017 0.606 -0.270
O -0.82601 -0.67137 0.56786 2.010 0.570 -0.749
S -0.19434 1.77359 1.77012 -0.167 -0.419 -0.108
H 1.25211 1.94012 -0.16972 1.862 0.433 -0.286
H -0.41986 1.90574 -0.78032 0.633 -0.849 1.403
H 1.24336 -0.18668 1.02543 -2.292 0.909 -0.191
H -1.43611 -1.75907 -0.90186 -0.417 -0.466 -1.043
H 0.14638 -2.49409 -0.37243 -1.001 2.033 0.180
H 0.19839 -0.88421 -1.40349 -1.832 -1.387 1.903
```
Forces are in eV/Å.

As for the multiplicity: 1. Its SMILES is CO[C@H]1CS1. As for the net charge: 0. The value obtained for the highest occupied orbital energy is -0.332 hartree. As for the LUMO energy: 0.97 eV. The electronic energy comes out at -16088.83276 eV.

***

Entry 7:
C16H10BClF4N2ORh as an isolated structure in a non-equilibrium geometry, computed with ωB97M-V/def2-TZVPD.

Geometry as XYZ:
```
36
Properties=species:S:1:pos:R:3:forces:R:3
Rh 0.29415 -0.73201 -0.26072 0.015 0.169 0.349
Cl -2.70915 4.12937 -4.70463 0.007 0.060 0.038
C -1.97616 2.80024 -3.94654 -0.016 0.126 0.043
C -1.76009 1.63385 -4.65005 0.016 -0.106 -0.075
C -1.17687 0.56887 -3.99317 -0.049 0.080 -0.063
C -0.79961 0.64596 -2.62445 0.133 0.177 0.397
O -0.26493 -0.37728 -2.10485 -0.221 -0.302 -1.067
C -1.01919 1.89074 -1.88487 0.128 -0.295 0.126
C -0.67849 2.10145 -0.51773 0.009 -0.160 0.001
N -0.15446 1.11204 0.32709 -0.071 0.302 -0.288
C 0.06789 1.33844 1.59938 0.053 -0.011 0.288
C -0.18189 2.55843 2.32279 0.033 -0.016 0.106
C 0.13330 2.63601 3.66070 0.004 -0.024 -0.027
C 0.69638 1.56585 4.35391 0.036 -0.015 0.017
C 0.96205 0.32269 3.69283 -0.063 0.162 0.012
C 1.52850 -0.79805 4.31420 0.067 -0.044 0.076
C 1.73089 -1.94873 3.58510 0.001 -0.028 0.060
C 1.36311 -1.98581 2.24383 0.001 -0.018 -0.030
N 0.82440 -0.92512 1.64863 0.116 -0.052 0.411
C 0.63498 0.21093 2.34424 -0.094 0.128 -0.056
C -1.59796 2.93084 -2.57337 -0.074 0.086 -0.085
H -2.04306 1.56588 -5.69050 -0.008 -0.012 0.013
H -0.98731 -0.36745 -4.50188 0.029 -0.002 0.049
H -0.84599 3.08682 -0.11246 0.000 -0.001 0.021
H -0.61457 3.41700 1.83462 0.006 -0.027 -0.030
H -0.06068 3.55948 4.18947 0.009 -0.013 0.006
H 0.93798 1.66566 5.40387 0.001 -0.010 -0.016
H 1.81136 -0.74867 5.35851 -0.027 -0.010 -0.012
H 2.16694 -2.82840 4.03608 0.009 0.014 -0.006
H 1.49960 -2.86400 1.62656 0.000 0.003 -0.021
H -1.78179 3.87247 -2.07178 -0.026 0.019 -0.077
F 2.74362 -1.45111 -0.55149 0.224 0.260 -0.058
B 2.38594 -2.63114 -1.19181 -1.167 -0.101 0.311
F 0.75068 -2.63446 -0.68807 0.490 -0.334 -0.302
F 2.85459 -3.75228 -0.62778 0.207 0.007 -0.028
F 2.28161 -2.54513 -2.52302 0.221 -0.013 -0.081
```
Forces are in eV/Å.

As for the multiplicity: 5. As for the net charge: +1. The expectation value of S² is 6.05. The value obtained for the highest occupied orbital energy (spin up / spin down) is -0.380 / -0.475 hartree. As for the LUMO energy (spin up / spin down): -4.08 / -6.84 eV. The electronic energy comes out at -48856.18056 eV.